Here is a 2-piece molecular cluster, C49H58N3O3 overall at a distorted geometry from the Open Molecules 2025 dataset. Energies are from ωB97M-V with the def2-TZVPD basis set.

The geometry in ORCA input format:
```
! wB97M-V def2-TZVPD RIJCOSX def2/J DEFGRID3
* xyz 1 1
C 6.336 2.754 0.865
H -3.975 1.342 3.290
N 2.491 2.153 -0.323
H -1.704 4.466 0.912
H 4.113 4.900 -4.057
C 1.995 1.648 0.880
C 0.001 -0.215 10.865
C 1.492 4.216 -3.241
H 5.844 4.203 2.391
N 4.069 0.965 0.563
H 2.181 0.137 3.291
C 2.968 0.010 2.570
C 2.962 0.813 1.434
C 4.662 -2.399 -1.523
H 5.560 4.599 -3.058
C 7.459 3.582 0.236
C -0.491 0.961 8.805
C -0.266 -0.224 8.044
C -2.413 -1.058 5.064
H -1.423 1.169 -0.264
C 0.705 2.043 1.373
H 4.203 3.509 -1.353
H 3.827 -2.619 1.845
H 5.422 3.003 0.314
H -1.821 0.950 3.409
H -4.662 -5.598 6.193
H -4.498 -6.035 4.458
H 7.149 4.635 0.201
N 3.785 1.781 -0.475
O 0.099 -0.118 12.222
H 3.178 6.347 -1.881
H 3.391 -3.697 0.501
O -4.351 -4.069 4.801
C 6.510 1.249 0.693
C -0.478 0.930 10.178
C -3.098 -3.232 6.715
C 3.680 5.571 -1.285
H -2.169 -0.190 4.456
C 6.107 3.141 2.321
H 8.387 3.512 0.823
C 0.095 3.261 0.941
C 0.282 -1.340 8.737
H 0.846 -2.209 10.633
C -1.195 3.579 1.297
C -2.076 -2.376 7.088
H 7.655 3.256 -0.794
C 0.228 3.697 -3.527
H -1.916 0.359 -1.778
C 3.705 4.228 -2.010
H 1.113 -0.573 13.891
H 1.873 5.071 -3.809
C 5.392 0.386 0.625
H -3.642 2.650 4.498
C -0.701 -0.317 6.674
H -0.779 1.865 8.269
C 0.944 -1.053 12.926
H 1.641 -0.412 -2.860
C 0.580 -0.497 -2.589
H 0.668 3.949 0.317
H 3.788 -2.954 -1.882
C -1.289 1.597 2.714
H -0.497 0.517 5.998
C 5.567 -0.985 0.355
H 0.418 -2.006 13.064
H 4.626 3.237 -3.689
C 1.769 2.599 -1.480
H -1.270 -0.586 -0.404
H 0.580 -2.219 8.173
C 0.597 1.931 -1.906
C -1.678 -1.266 6.273
H 3.155 5.479 -0.325
H 0.444 0.351 2.718
C 0.250 0.501 -1.472
H -1.171 2.106 -3.098
C 0.427 -1.343 10.113
C -0.008 1.254 2.313
H 0.392 -1.525 -2.253
C 6.858 -1.523 0.373
C -4.106 -5.418 5.262
H -3.030 -5.602 5.411
C 4.167 -3.024 0.886
H 8.648 1.357 0.709
C -3.683 -3.073 5.436
H 3.514 -1.269 -0.112
O -3.171 3.158 2.507
H 5.081 -3.604 1.062
C 2.296 3.657 -2.244
C 7.966 -0.682 0.470
H 8.974 -1.088 0.362
C -3.427 -1.897 4.682
H -0.401 4.159 -4.293
H 7.014 2.963 2.911
H 5.539 -3.057 -1.559
H -1.582 -2.563 8.035
H -3.984 -1.754 3.758
H 5.292 2.552 2.756
H 0.903 0.251 -0.626
H -4.977 2.850 3.301
C -1.913 2.749 2.198
C -0.206 2.556 -2.860
H -0.016 -0.297 -3.490
C 4.546 4.252 -3.286
H 6.974 -2.604 0.254
H 3.827 -0.629 2.734
H -3.404 -4.066 7.360
H 4.831 -1.557 -2.205
C 7.784 0.694 0.633
H 4.704 5.897 -1.065
H -0.783 1.780 10.790
H 1.895 -1.219 12.395
C -1.183 0.358 -0.961
C -3.977 2.435 3.467
C 4.417 -1.888 -0.098
*
```

Its HOMO-LUMO gap is 2.43 eV. The HOMO energy comes out at -0.2826 Ha. The total energy is -2291.55564 hartree. The value obtained for the energy relative to the best compared isomer or geometry (same formula, charge and spin) is 20.2 kcal/mol.